DFT (ωB97M-V/def2-TZVPD) results for C8H9N in the gas phase at a distorted geometry.

```
! RIJCOSX wB97M-V def2-TZVPD def2/J DEFGRID3
* xyz 0 1
N -1.495 1.158 2.280
C 0.566 1.775 -0.924
C 0.762 -1.636 0.614
C -0.024 -0.907 -0.035
C -1.830 0.689 -0.231
C -1.644 0.962 1.174
C -0.915 -0.286 -0.877
C -0.780 1.114 -1.289
C 1.767 -2.323 1.312
H 0.512 2.830 -0.722
H -1.419 -1.023 -1.639
H -2.845 0.757 -0.492
H 1.675 -2.005 2.344
H -1.128 1.413 -2.231
H 1.689 -3.385 1.287
H 2.757 -1.990 1.097
H 0.896 1.333 0.001
H 1.454 1.524 -1.669
*
```

## Properties
Energy relative to the best compared isomer or geometry (same formula, charge and spin), kcal per mole: 72.2
HOMO-LUMO gap, eV: 9.99
Highest occupied orbital energy, eV: -9.19
Structure (SMILES): CC#C[C@@H]1[C@H](C)[C@@H]1C#N
LUMO energy, eV: 0.80


DFT (ωB97M-V/def2-TZVPD) results for a molecular structure, C9H22ClI2N3OPRe at a distorted geometry.

```
! RIJCOSX wB97M-V def2-TZVPD def2/J DEFGRID3
* xyz 3 4
Re -0.986 -0.563 0.089
I 0.333 2.717 -3.856
I 2.210 3.043 -2.216
Cl -2.761 -1.836 0.973
P -3.202 1.146 0.273
O -0.518 2.383 -0.767
N 3.050 -1.175 -0.804
N 0.727 -1.176 -0.746
N 1.854 -1.639 1.208
C 3.077 -0.201 -1.880
C -3.390 1.843 1.963
C 0.491 -1.588 1.846
C 3.067 -1.761 2.002
C 1.896 -1.342 -0.081
C -0.685 1.248 -0.468
C -3.183 2.763 -0.627
C 4.057 -2.227 -0.880
C -4.775 0.514 -0.417
H -2.422 3.438 -0.201
H -4.563 0.253 -1.456
H 2.786 -1.799 3.052
H 3.598 -3.118 -1.356
H -2.549 2.534 2.128
H -5.543 1.294 -0.364
H 4.465 -2.455 0.120
H 4.123 0.031 -2.089
H -5.040 -0.385 0.145
H 2.578 -0.601 -2.771
H -2.953 2.560 -1.686
H 4.889 -1.863 -1.500
H -0.238 -2.077 1.102
H -4.162 3.242 -0.543
H 0.205 -0.545 2.133
H 2.594 0.744 -1.534
H 3.581 -2.644 1.709
H 0.511 -2.233 2.735
H -3.336 1.009 2.671
H 0.887 -1.026 -1.741
H 3.678 -0.882 1.796
H -4.351 2.375 2.039
*
```

## Properties
Energy relative to the best compared isomer or geometry (same formula, charge and spin), kcal per mole: 0.0
HOMO-LUMO gap (alpha / beta), eV: 7.39 / 4.84
Highest occupied orbital energy (alpha / beta), eV: -18.78 / -18.69
LUMO energy (alpha / beta), eV: -11.38 / -13.85


DFT (ωB97M-V/def2-TZVPD) results for a molecular structure, C9H10DyF3N4OS at a distorted geometry.

```
! RIJCOSX wB97M-V def2-TZVPD def2/J DEFGRID3
* xyz 0 6
Dy 0.033 0.068 -0.032
S -0.005 -0.691 -2.476
F 0.650 3.269 -0.905
F 2.222 2.059 -1.786
F 2.319 2.616 0.336
O -1.745 0.887 -0.073
N -1.722 -1.934 -0.664
N -1.044 -1.564 0.498
N 0.110 0.739 2.096
N -2.077 -2.251 -2.858
C 0.796 1.440 2.985
C -0.376 0.387 4.774
C 1.388 2.143 -0.657
C -3.164 -0.874 1.591
C -1.273 -1.658 -1.936
C -0.822 -0.146 2.490
C 0.576 1.292 4.352
C -1.094 -0.343 3.829
C -1.684 -0.874 1.430
H -2.543 -3.113 -2.624
H -3.522 -1.842 1.954
H 1.516 2.138 2.574
H -3.606 -0.638 0.623
H -3.477 -0.096 2.281
H -0.573 0.243 5.828
H -1.813 -2.130 -3.822
H 1.147 1.884 5.053
H -2.724 -2.049 -0.594
H -1.854 -1.051 4.129
*
```

## Properties
HOMO-LUMO gap (alpha / beta), eV: 7.10 / 7.01
Highest occupied orbital energy (alpha / beta), eV: -7.71 / -7.61
LUMO energy (alpha / beta), eV: -0.61 / -0.60


DFT (ωB97M-V/def2-TZVPD) results for a molecular structure, C38H35O2P2Sc at a distorted geometry.

```
! RIJCOSX wB97M-V def2-TZVPD def2/J DEFGRID3
* xyz 2 1
Sc 0.026 0.051 1.743
P 0.264 1.947 0.165
P 0.016 -2.006 0.347
O -1.746 0.241 2.971
O 0.282 0.124 3.870
C -1.805 -1.510 -3.276
C -1.136 1.960 -0.976
C 1.620 -2.857 0.411
C 0.057 3.359 1.314
C -2.032 2.252 -3.196
C 4.152 -4.029 0.518
C 0.770 -1.207 -2.195
C 2.883 1.293 -0.550
C -3.379 -3.700 1.820
C 3.668 -3.307 1.616
C -3.259 -5.033 1.407
C -0.490 5.192 3.334
C 3.195 3.666 -2.035
C -0.282 -1.677 -1.406
C 2.089 -3.597 -0.681
C -0.939 2.246 -2.334
C -1.257 -3.214 0.786
C 1.820 2.206 -0.704
C 2.399 -2.734 1.581
C -2.377 -2.791 1.516
C 0.607 4.335 3.453
C -3.299 1.906 -2.710
C -3.481 1.521 -1.376
C 4.096 1.567 -1.175
C 0.903 3.429 2.442
C -1.118 -4.542 0.374
C -2.128 -5.455 0.688
C 1.978 3.410 -1.403
C -0.726 -1.163 -4.092
C -0.999 0.237 4.022
C 0.550 -0.982 -3.547
C -1.294 5.151 2.188
C 3.353 -4.184 -0.622
C -1.657 0.369 5.356
C 4.246 2.743 -1.923
C -1.031 4.232 1.175
C -1.583 -1.766 -1.923
C -2.397 1.534 -0.507
H -4.045 -5.748 1.646
H 2.757 0.386 0.048
H -2.026 -6.496 0.366
H 0.361 0.750 -5.660
H 1.256 4.369 4.330
H -2.232 1.303 5.330
H 2.011 -2.205 2.454
H 1.471 -3.714 -1.573
H -0.716 5.896 4.132
H -0.884 -0.964 -5.153
H -0.231 -4.852 -0.190
H 1.779 -1.120 -1.794
H 4.271 -3.195 2.517
H -4.463 1.214 -1.004
H 1.149 4.121 -1.457
H -0.909 0.399 6.167
H -2.130 5.841 2.074
H -2.820 -1.615 -3.678
H -4.150 1.893 -3.393
H -2.535 1.238 0.539
H 3.707 -4.767 -1.476
H 3.308 4.590 -2.613
H 0.055 2.497 -2.699
H -4.255 -3.359 2.372
H -2.463 -1.754 1.849
H 5.199 2.955 -2.398
H 0.994 0.574 -5.284
H 4.917 0.853 -1.073
H 1.766 2.764 2.525
H -1.655 4.172 0.282
H -1.881 2.519 -4.246
H 1.410 -0.690 -4.147
H 5.146 -4.469 0.555
H -2.391 -2.125 -1.289
H -2.331 -0.478 5.475
*
```

## Properties
HOMO-LUMO gap, eV: 7.60
Highest occupied orbital energy, eV: -14.36
LUMO energy, eV: -6.76


DFT (ωB97M-V/def2-TZVPD) results for a molecular structure, C30H43Cl5InP2 at a distorted geometry.

```
! RIJCOSX wB97M-V def2-TZVPD def2/J DEFGRID3
* xyz 1 1
In -1.024 1.660 -1.603
Cl -3.141 4.023 -1.191
Cl -0.711 1.349 2.800
Cl -3.325 6.614 0.713
Cl -1.416 3.682 4.817
Cl -2.654 6.349 3.761
P -2.298 -0.832 -1.405
P 2.198 1.567 0.782
C 1.161 -2.036 3.758
C -4.107 -0.779 -1.078
C 1.546 -1.259 4.962
C 2.038 -2.614 2.799
C 2.076 2.556 -0.805
C -1.995 2.850 0.936
C -1.860 3.824 3.170
C 1.252 -3.351 1.873
C -1.610 2.747 2.249
C -2.437 5.025 2.702
C -2.785 5.118 1.332
C 0.235 2.074 -4.603
C -0.110 -3.251 2.280
C -1.319 -1.470 -4.006
C 3.125 0.116 0.152
C 3.478 2.664 1.457
C -1.131 -2.218 -0.984
C 1.768 -4.140 0.744
C 0.204 -1.214 -4.074
C -0.168 -2.416 3.430
C 0.707 -0.070 -3.197
C 3.512 -2.535 2.841
C -1.180 1.498 -4.739
C -1.294 -3.899 1.678
C -1.869 1.050 -3.440
C -1.400 -2.051 4.180
C 1.062 1.160 -3.700
C -2.617 3.984 0.484
C -2.127 -0.432 -3.223
C 0.786 2.934 -1.473
H 2.619 -1.026 4.938
H 0.757 -2.145 -3.806
H 0.976 -0.316 5.027
H -1.934 -3.157 1.174
H -4.578 -0.827 -2.064
H 3.849 -1.522 3.096
H 1.062 -0.389 -2.197
H 2.954 3.373 2.107
H -0.330 -2.169 -1.741
H 3.949 -2.810 1.878
H 4.176 2.061 2.039
H 2.646 -3.662 0.301
H 0.461 -1.040 -5.147
H 2.495 -0.772 0.268
H -1.924 -4.380 2.441
H 0.674 2.290 -5.600
H -2.246 -2.667 3.838
H 0.190 3.075 -4.141
H -1.464 -2.471 -3.558
H 3.929 -3.216 3.599
H -1.153 0.632 -5.426
H 2.719 3.453 -0.720
H 2.074 -5.143 1.065
H 1.017 -4.255 -0.039
H 4.014 3.229 0.686
H -1.662 -3.194 -1.009
H -1.260 -2.217 5.264
H -3.177 -0.605 -3.554
H 1.007 2.488 -2.432
H 3.403 0.207 -0.904
H -1.729 -1.500 -5.032
H -2.803 1.636 -3.389
H 1.345 -1.839 5.882
H 0.761 4.015 -1.679
H -0.684 -1.994 0.007
H -4.336 0.220 -0.617
H -1.888 2.246 -5.146
H -4.488 -1.627 -0.481
H 2.104 1.525 -3.540
H -1.668 -0.987 4.026
H -0.992 -4.655 0.947
H 4.019 0.000 0.768
H 2.546 1.859 -1.511
*
```

## Properties
Energy relative to the best compared isomer or geometry (same formula, charge and spin), kcal per mole: 136.1
HOMO-LUMO gap (alpha / beta), eV: 3.42 / 3.42
Highest occupied orbital energy (alpha / beta), eV: -9.43 / -9.43
LUMO energy (alpha / beta), eV: -6.01 / -6.01


Result set for electronic energy: -364.86420 -2069.70446 -2225.93959 -3062.49832 -4342.16679 hartree, one per record in the order listed.